{"formula": "CH4Cl2SSi", "method": "ωB97M-V/def2-TZVPD", "symbols": ["C", "Si", "S", "Cl", "Cl", "H", "H", "H", "H"], "coordinates": [[-2.2708, -0.3299, 0.4038], [0.6568, 0.3182, -0.8692], [1.9085, -0.9979, 0.2510], [-3.0728, 1.1462, -0.0811], [-3.0914, -1.7615, -0.0888], [-2.0907, -0.3082, 1.4751], [0.0439, -0.3750, -1.9829], [1.2662, 1.6060, -1.1252], [1.2990, -0.8926, 1.4221]], "e_homo_ha": [-0.3301, -0.2894], "orbital_gap_ev": [7.978, 6.837], "lumo_ev": [-1.004, -1.038], "multiplicity": 1}

{"formula": "CH4Cl2SSi", "method": "ωB97M-V/def2-TZVPD", "symbols": ["C", "Si", "S", "Cl", "Cl", "H", "H", "H", "H"], "coordinates": [[-1.7269, -1.0785, -0.0020], [-0.5366, -0.0076, -1.0060], [2.7375, -1.2158, 0.7991], [-2.5157, -0.0681, 1.2863], [-2.9122, -1.7266, -1.2912], [-1.3476, -1.9864, 0.5762], [-1.1612, 0.8283, -2.0921], [0.6255, 0.2870, -0.3202], [3.2307, -1.9184, 1.9197]], "e_homo_ha": [-0.3795, -0.2755], "orbital_gap_ev": [9.540, 4.774], "lumo_ev": [-0.785, -2.722], "multiplicity": 1}

{"formula": "CH4Cl2SSi", "method": "ωB97M-V/def2-TZVPD", "symbols": ["C", "Si", "S", "Cl", "Cl", "H", "H", "H", "H"], "coordinates": [[-1.0917, -0.2673, 0.2939], [-0.1897, 0.9737, -0.8409], [2.6763, -1.1412, 0.5887], [-2.5397, 0.6324, 0.8253], [-1.5117, -1.7353, -0.5725], [-0.4335, -0.7223, 1.1942], [0.2900, 0.2102, -1.9704], [-0.6961, 2.3745, -0.9239], [3.4961, -0.3246, 1.4057]], "e_homo_ha": [-0.2738, -0.3667], "orbital_gap_ev": [8.042, 7.161], "lumo_ev": [0.593, -2.819], "multiplicity": 3}

{"formula": "CH4Cl3N2P3", "method": "ωB97M-V/def2-TZVPD", "symbols": ["C", "N", "N", "P", "P", "P", "Cl", "Cl", "Cl", "H", "H", "H", "H"], "coordinates": [[-1.6268, -0.3024, 0.0074], [0.9675, -1.3183, -0.0823], [0.5179, 0.5781, 1.3667], [1.2182, 1.1059, -1.6349], [0.1331, 0.0359, -0.1698], [1.8069, -0.8129, 1.3056], [1.1809, 0.0338, -3.3006], [-0.0943, 2.4977, -2.1028], [1.3062, -2.1035, 2.8465], [-1.7473, -1.3120, 0.3302], [-2.0459, -0.2034, -1.0318], [-2.2512, 0.3282, 0.7925], [0.6348, 1.4728, 1.6733]], "smiles": "CP12(P(Cl)Cl)N=[P@@]1(Cl)N2", "e_homo_ha": -0.3141, "orbital_gap_ev": 8.441, "lumo_ev": -0.106, "multiplicity": 1}